(1)
A 3-piece molecular cluster, C36H63FINO5PS overall, computed with wB97M-V/def2-TZVPD.

Summary:
Gap between HOMO and LUMO (eV): 6.58
Energy (eV): -81017.762
Total charge: +1
LUMO level (eV): -4.77

```
109
Properties=species:S:1:pos:R:3:forces:R:3:mulliken_charge:R:1
C -4.736461 -0.810389 0.561615 -0.1300 -0.2761 0.0568 -1.2807
C -5.822812 -1.513594 0.839660 0.1029 0.0955 0.0107 0.1959
C -6.356652 -2.649638 -0.005935 0.0055 -0.0212 0.3846 -1.3175
C -6.309958 -2.430788 -1.482601 -0.1227 0.2289 0.0913 0.5435
C -5.423596 -3.144382 -2.281536 0.1981 -0.2686 -0.1878 1.0096
C -4.466321 -4.176993 -1.761506 0.0565 -0.1216 -0.0199 -2.3232
C -3.109114 -3.612250 -1.274598 -0.1564 -0.2076 0.1241 -0.6493
C -2.863685 -3.705612 0.246867 0.3094 0.1506 -0.3142 0.0123
C -1.603600 -4.494731 0.630679 0.0574 -0.0596 0.3662 -1.1468
C -0.864216 -3.864919 1.818057 -0.1053 0.2594 -0.0678 -0.9859
C 0.096834 -2.761649 1.375159 0.0855 -0.1013 -0.2035 0.0576
C 1.446300 -3.295146 0.850575 -0.1264 0.0281 0.2209 -0.8256
C 2.641872 -3.016510 1.785704 -0.0061 -0.0997 -0.2960 -0.4815
C 3.914756 -2.499320 1.088156 -0.0427 0.0887 0.3173 -0.7716
C 4.225880 -1.028910 1.388319 0.0787 -0.0212 -0.3789 -0.6771
C 5.699175 -0.637703 1.179634 0.1144 -0.0011 0.1417 -0.7188
C 6.310513 0.144365 2.353479 0.0573 0.0224 -0.1563 -0.8538
C 7.314503 1.218030 1.928406 0.0461 -0.2418 0.0652 -0.6780
C 7.628077 2.244130 3.029965 0.0082 0.1333 -0.1251 -0.8924
C 7.494330 3.722735 2.593866 0.2268 -0.3517 0.2444 -0.3547
C 8.832926 4.457464 2.613121 -0.0038 0.1431 0.0880 -0.8390
C 8.872332 5.851296 1.950754 -0.1098 -0.1721 -0.0819 -0.8363
C 7.828004 6.107200 0.868523 0.1206 0.1491 -0.0654 -0.7009
C 8.088205 5.338374 -0.420524 -0.1879 0.0934 -0.0126 -0.2643
C 6.990068 5.549289 -1.454905 0.0535 0.0226 0.0123 -1.3329
C -5.448611 -2.902807 -3.632943 0.2699 -0.2298 0.0114 -0.3266
C -6.343200 -2.013554 -4.180377 -0.0022 -0.0601 0.2117 0.1583
F -6.349316 -1.911314 -5.479720 0.0687 -0.0737 -0.7768 -0.3209
C -7.221137 -1.292741 -3.412338 -0.1662 0.3178 0.6729 -0.2491
P -8.381148 -0.127386 -4.310696 -0.1217 0.3255 -0.5023 0.8218
O -8.788113 0.980964 -3.229405 -0.0324 -0.2450 0.2158 -0.4226
O -9.720561 -1.007502 -4.420053 0.2305 -0.1327 0.1050 -0.5345
S -7.729996 0.556496 -5.942765 -0.0427 0.0301 0.2213 -0.3076
N -7.156199 -1.536318 -2.051050 -0.0632 0.0984 -0.2953 0.1271
C -8.008326 -0.772900 -1.143225 0.0096 0.0919 0.0627 -0.9674
C -7.399282 0.515155 -0.577339 -0.1999 0.5433 0.8078 0.1464
O -7.854638 0.979789 0.418766 0.2062 -0.2621 -0.7601 -0.4874
I -5.776296 1.474104 -1.590188 -0.1803 0.0332 -0.2624 0.0887
H -4.404673 -0.028080 1.226517 0.0738 0.0775 0.0155 0.3710
H -4.152421 -0.987826 -0.332833 0.0683 0.0115 0.0214 0.3943
H -6.394676 -1.289930 1.730699 0.0193 -0.0330 0.1040 0.5236
H -5.791315 -3.549657 0.216381 0.0087 -0.0162 0.0240 0.2421
H -7.375355 -2.863675 0.313108 -0.0753 -0.1671 -0.0580 0.6335
H -4.301193 -4.871618 -2.582012 0.0598 -0.0549 -0.0541 0.6180
H -4.927638 -4.769403 -0.974427 -0.0303 -0.0451 0.0295 0.8135
H -3.008004 -2.580929 -1.612440 0.0759 0.0684 -0.0663 0.5814
H -2.333975 -4.178773 -1.784065 0.1004 0.0317 -0.0676 0.5947
H -3.727293 -4.161536 0.730301 -0.0709 0.0831 0.1719 0.3499
H -2.748951 -2.697978 0.644634 -0.1386 0.0390 0.0896 -0.0786
H -0.922955 -4.534759 -0.219495 0.0793 -0.1054 -0.0740 0.4522
H -1.872839 -5.517445 0.892981 -0.0367 -0.1378 -0.2069 0.3613
H -0.324100 -4.628301 2.375458 0.0776 -0.0422 0.0762 0.5596
H -1.602484 -3.434027 2.498623 -0.0671 -0.1107 0.1449 0.3143
H 0.275542 -2.068593 2.192700 -0.0447 0.0462 0.0471 -0.1277
H -0.389806 -2.192067 0.576776 -0.0830 0.1346 0.0188 0.2430
H 1.648535 -2.886380 -0.138367 0.0614 0.0779 -0.0669 0.3887
H 1.355386 -4.375609 0.726615 0.0319 -0.0828 -0.2246 0.3030
H 2.336705 -2.300290 2.546139 0.0006 0.0542 0.1138 0.1949
H 2.890620 -3.941002 2.304102 -0.0268 -0.0207 0.1732 0.4114
H 3.819603 -2.630281 0.010695 0.1280 -0.1280 -0.1193 0.3037
H 4.768790 -3.094430 1.411695 0.0637 -0.0784 -0.0269 0.5058
H 3.924208 -0.795087 2.408174 -0.0054 -0.0370 0.1287 0.3791
H 3.617678 -0.410814 0.724804 -0.2079 0.1244 0.1698 0.1647
H 6.285540 -1.541887 1.011629 0.0786 -0.0430 -0.0778 0.4817
H 5.808317 -0.036411 0.277107 -0.0603 0.0026 -0.1195 0.4498
H 5.512185 0.613095 2.931433 -0.0735 0.0878 0.0114 0.4999
H 6.819666 -0.552698 3.020801 -0.1212 -0.0216 0.2211 0.1736
H 6.931213 1.712754 1.034541 -0.0482 0.1409 -0.0147 0.4225
H 8.234832 0.715123 1.627165 0.0587 0.0297 -0.1799 0.2596
H 8.642981 2.077536 3.389704 0.0518 -0.0113 0.1461 0.4741
H 6.968306 2.058562 3.877014 -0.0367 -0.0331 0.0858 0.4906
H 6.815522 4.222472 3.284107 -0.1951 0.1817 -0.1540 0.2471
H 7.059207 3.743397 1.598571 -0.1633 0.1188 -0.0505 0.2027
H 9.606250 3.817159 2.187405 -0.0289 -0.0898 -0.1740 0.4496
H 9.103261 4.581032 3.663173 0.1956 -0.0733 0.0436 0.3721
H 9.850647 5.981195 1.485341 0.1360 0.0940 0.0936 0.2938
H 8.791385 6.623612 2.714586 -0.0767 0.0474 0.0707 0.3452
H 7.845544 7.172985 0.627560 -0.0498 0.0709 -0.0101 0.4784
H 6.822654 5.903090 1.239796 -0.0809 -0.0565 0.0321 0.3030
H 8.189573 4.273739 -0.205447 0.1329 -0.0931 -0.0405 0.2399
H 9.034778 5.686655 -0.836068 0.1525 -0.1003 0.0115 0.3661
H 6.771109 6.611847 -1.559288 -0.0539 0.0745 -0.0255 0.3093
H 7.280904 5.179705 -2.436405 0.0103 -0.0851 -0.0511 0.3845
H 6.069777 5.043418 -1.165388 -0.0909 -0.0011 0.0425 0.3060
H -4.789536 -3.433365 -4.305927 0.0558 -0.0457 -0.0471 0.5438
H -9.747244 1.120845 -3.247305 0.0144 0.2254 -0.0006 0.3558
H -9.778465 -1.738966 -3.792837 -0.1887 -0.0760 -0.0597 0.4031
H -8.923324 -0.496450 -1.638480 -0.1273 0.0979 -0.1123 0.6404
H -8.279303 -1.374752 -0.287252 -0.0026 -0.0398 0.0197 0.4602
C -1.625910 0.160951 4.890870 0.0382 -0.1051 -0.0901 -0.9731
C -0.119633 0.127117 4.768817 -0.0101 0.0515 0.0568 0.7864
O 0.442025 -0.726454 4.123537 -0.0084 -0.0135 -0.0106 -0.5024
C 0.642741 1.208191 5.491920 0.1019 -0.0817 -0.0657 -1.1540
H -2.055539 -0.666131 4.329480 0.0031 0.0042 0.0027 0.1446
H -1.919005 0.079373 5.938441 -0.0109 0.0665 0.0140 0.3423
H -2.009483 1.107428 4.505786 -0.0104 0.0290 0.0642 0.3340
H 0.430472 1.164703 6.561254 -0.0475 0.0509 0.0025 0.3440
H 0.337882 2.190227 5.126716 -0.0448 0.0162 0.0527 0.3459
H 1.709020 1.075832 5.328544 0.0036 0.0007 0.0004 0.2722
C -3.430582 2.991978 -5.870707 0.1796 0.0656 0.0760 -1.0333
C -2.668950 1.689052 -5.856517 -0.0307 0.0274 -0.0085 0.7571
O -1.512814 1.631342 -5.516492 0.0075 -0.0447 0.0465 -0.5422
C -3.430894 0.455633 -6.283863 0.1118 -0.0988 0.0274 -0.6845
H -2.775890 3.794878 -5.541685 -0.0008 0.0112 -0.0052 0.3089
H -3.792215 3.211368 -6.876207 -0.0927 -0.0410 0.0182 0.3341
H -4.290029 2.929070 -5.200328 -0.0920 -0.0132 -0.0844 0.2424
H -3.796888 0.576040 -7.304486 -0.0997 0.0117 0.0258 0.3469
H -4.292793 0.304446 -5.628696 -0.0742 0.0552 -0.0778 -0.0410
H -2.777221 -0.412580 -6.238282 0.0198 0.0082 0.0044 0.3064
```
Positions in Å, forces in eV/Å.

=====

(2)
A 9-piece molecular cluster, C36H63N9 overall in a non-equilibrium geometry, computed with wB97M-V/def2-TZVPD.

Summary:
Gap between HOMO and LUMO (eV): 11.18
Energy (eV): -51762.116
Total charge: 0
LUMO level (eV): 0.20
Energy above the lowest of the compared OMol25 structures with the same formula, charge and spin (kcal/mol): 43.9

```
108
Properties=species:S:1:pos:R:3:forces:R:3:mulliken_charge:R:1
C -2.097387 2.297612 3.827091 0.8285 0.7506 -0.9592 -0.3388
C -2.656387 3.254036 2.758466 -0.2016 0.3076 0.9785 -0.0722
C -3.746019 4.168168 3.374167 0.1855 -0.0944 -0.3686 -0.6798
C -3.309016 5.023551 4.508021 0.1869 -0.5366 0.0739 0.2033
N -2.944598 5.655363 5.401057 -0.2470 -0.2787 -0.5664 -0.4281
H -1.346189 2.831571 4.409056 -0.1828 -0.1444 0.3310 0.5335
H -1.539581 1.540198 3.276389 -0.1018 -0.3520 0.4066 -0.6289
H -2.863525 1.874845 4.477011 0.0279 -0.0731 -0.1108 0.3985
H -3.087183 2.648867 1.960791 -0.3029 0.2783 -0.1048 0.0495
H -1.879475 3.883258 2.324216 0.1911 -0.1979 0.0041 0.3195
H -4.521066 3.463553 3.675698 -0.3023 0.4472 0.3791 0.3233
H -4.157478 4.843171 2.623711 -0.1256 -0.0659 -0.0484 0.4019
C 3.079593 -4.504862 -2.012496 -0.6672 0.6128 0.3778 -1.0765
C 3.403862 -3.249118 -2.825542 -0.0901 -0.4644 0.1310 -0.7316
C 2.822170 -1.981142 -2.218751 -1.1442 -0.0123 0.7236 0.7806
C 1.348570 -1.982481 -2.035370 -0.6163 -0.3559 -0.4463 0.0376
N 0.209221 -1.987877 -1.838370 0.8104 -0.0381 -0.0728 -0.5338
H 3.549042 -5.442325 -2.310607 0.0785 0.2747 -0.2762 0.4086
H 1.998116 -4.637232 -1.981080 -0.1097 -0.2609 -0.0953 0.2952
H 3.360527 -4.286463 -0.982220 0.2061 -0.2183 0.1148 0.2094
H 2.995074 -3.276829 -3.835601 0.4449 -0.4067 -0.2028 0.3646
H 4.490012 -3.160026 -2.804720 -0.0137 0.3430 -0.4974 0.3456
H 3.060352 -1.102982 -2.818921 0.1592 0.0463 0.3714 -0.4211
H 3.098382 -1.872723 -1.169913 0.8844 0.3974 -0.1028 0.2904
C -4.363216 2.334101 -2.746953 0.0042 0.0612 -0.4699 -0.7971
C -5.186132 1.140215 -2.264973 0.4789 0.8046 0.2584 -0.4364
C -4.474654 -0.190903 -2.370020 -0.0066 -1.4503 0.0531 0.2833
C -4.150404 -0.722046 -3.714032 0.7032 0.1107 -2.1187 0.0872
N -3.897782 -1.113155 -4.787264 -0.5917 0.7824 2.3657 -0.4823
H -4.225870 2.253342 -3.825253 0.1018 0.3584 -0.0603 0.3499
H -3.379977 2.440993 -2.288787 0.1412 -0.5777 0.1001 -0.1085
H -4.826403 3.282930 -2.476268 -0.4173 -0.0566 -0.3519 0.4363
H -6.139592 1.081050 -2.789859 0.0032 0.1505 0.0460 0.3226
H -5.369830 1.368837 -1.215162 -0.3533 -0.6060 0.1311 0.3092
H -5.089935 -0.997247 -1.970845 -0.3863 0.1403 0.3217 0.2972
H -3.593225 -0.255098 -1.732009 0.2893 0.2760 -0.2004 -0.2304
C -2.163214 -1.707043 4.304789 -0.6927 0.4313 -0.2383 -1.1098
C -3.004579 -1.292615 3.080555 0.7784 1.3291 -0.0267 0.4770
C -4.369008 -1.891317 3.043213 -1.4418 -0.9242 -0.0917 -0.5703
C -5.215194 -1.448125 1.904739 -0.0327 -0.2843 -0.8399 0.1379
N -5.855219 -1.161714 0.982356 0.7291 -0.1259 1.0464 -0.4962
H -2.726084 -1.443203 5.200155 -0.0597 -0.1706 0.1595 0.5600
H -1.227464 -1.155933 4.398260 0.0249 -0.0514 -0.3474 -0.0930
H -1.972945 -2.780090 4.326478 0.0646 -0.0458 -0.0415 0.3480
H -2.468978 -1.383245 2.135558 0.0414 -0.6799 -0.0527 -0.0670
H -3.217998 -0.223849 3.063519 0.4407 0.3493 0.5163 0.0148
H -4.967577 -1.667436 3.926212 0.2344 0.3679 0.2975 0.3663
H -4.337431 -2.980136 3.082852 -0.0338 -0.2002 -0.4716 0.3876
C 1.665672 -2.051320 7.056690 -0.0853 0.5680 -0.1793 -1.5122
C 1.474970 -2.552944 5.621039 -0.2533 -0.3451 0.8198 0.0377
C 1.955422 -1.592678 4.516556 -0.0651 0.3576 0.1539 0.3814
C 1.370736 -0.232654 4.568986 -1.6883 2.3563 0.3181 0.1013
N 0.833653 0.814385 4.626302 1.6429 -2.9903 -0.2061 -0.4780
H 1.098744 -1.128786 7.181716 0.3127 0.3981 -0.0921 0.3662
H 2.718328 -1.886253 7.286390 -0.0456 0.1180 0.1306 0.3383
H 1.218479 -2.673733 7.831760 0.2301 -0.5580 -0.3208 0.4188
H 0.415480 -2.803159 5.566432 -0.0806 0.1609 -0.6460 -0.0790
H 1.988247 -3.507036 5.501220 0.1162 0.0333 -0.1853 0.4412
H 1.752823 -1.992407 3.522947 -0.1170 -0.0692 0.0042 -0.6052
H 3.036889 -1.460585 4.549350 0.1085 -0.0714 0.1824 0.5476
C -0.210023 0.076552 0.889949 -0.2018 0.6688 -0.4553 -0.4178
C -0.848645 1.273387 0.084278 0.7532 -0.2077 1.3737 -0.3049
C -0.684060 1.186212 -1.399471 -0.3565 -0.7596 -0.8388 0.8576
C 0.683653 1.204733 -1.916297 -3.3403 0.1114 1.4862 -0.3190
N 1.738994 1.215119 -2.297767 3.3427 0.0532 -1.2704 -0.3510
H -0.651843 -0.868134 0.572961 -0.2371 0.0577 0.0578 -0.0807
H -0.289901 0.193620 1.970691 -0.4047 0.1094 -0.0086 -0.0474
H 0.860088 -0.066245 0.739706 0.1293 0.4006 -0.4380 0.4303
H -0.481151 2.255308 0.382407 0.3031 -0.1110 0.4829 0.4110
H -1.922492 1.332563 0.261611 -0.1050 -0.2772 0.1648 0.0942
H -1.274675 1.968141 -1.876842 0.1928 0.0565 -0.1676 -0.3772
H -1.114871 0.229801 -1.695724 0.0405 -0.0952 -0.4188 0.0171
C 1.653405 -4.048387 1.397010 -0.4330 0.2563 0.2517 -1.4215
C 0.183295 -3.621184 1.585421 0.9524 -0.8275 0.6129 1.2010
C -0.663959 -4.811273 2.102400 -0.8466 0.7717 -0.3440 -0.5803
C -0.309503 -5.329507 3.410256 1.0557 -0.8962 2.3637 0.2482
N -0.048357 -5.723766 4.478869 -0.5172 0.8463 -2.1664 -0.5624
H 1.720215 -4.836739 0.647239 0.2764 0.2014 -0.0822 0.4003
H 2.078641 -4.419179 2.329636 -0.2222 -0.3024 0.1498 0.3410
H 2.282239 -3.184498 1.181677 -0.0354 -0.0404 -0.5801 0.3094
H -0.239014 -3.213993 0.666757 -0.0297 -0.1465 0.0151 0.1241
H 0.193793 -2.838641 2.344115 -0.4174 0.1315 0.0101 -0.6224
H -0.765665 -5.630978 1.391186 0.3619 -0.0151 -0.0820 0.4394
H -1.685271 -4.459958 2.249397 -0.2555 0.1153 -0.1587 0.1941
C 6.437764 0.405487 -5.161351 0.9748 0.1701 -0.1089 -1.1948
C 6.092944 1.680537 -4.397140 -0.7137 -0.7976 -0.3572 -0.4218
C 4.841331 1.346279 -3.540516 0.3788 1.1355 0.5483 -0.2414
C 5.148247 0.572852 -2.324346 0.6088 -1.0673 2.0395 0.1950
N 5.396547 -0.007526 -1.335885 -0.5829 1.2618 -2.3990 -0.5896
H 7.221417 0.609290 -5.891046 -0.1296 -0.0625 -0.2760 0.3704
H 5.554550 -0.000613 -5.654424 0.0619 0.1165 -0.1538 0.3196
H 6.854443 -0.383721 -4.535549 -0.1567 0.0154 0.3095 0.3030
H 5.875704 2.475736 -5.110282 -0.5717 -0.1385 0.0005 0.2982
H 6.920958 2.113992 -3.836238 -0.0160 -0.5049 0.4487 0.3834
H 4.043608 0.837617 -4.081800 0.2461 -0.0829 -0.2605 0.3250
H 4.379226 2.281074 -3.223147 -0.0933 -0.0265 0.2325 0.3226
C -0.272439 4.020015 -4.214969 0.0602 0.9708 -1.0400 -0.8226
C 0.261644 5.309217 -4.903026 0.8380 0.5668 1.6038 -0.6583
C 1.215244 5.033304 -6.060548 0.9985 -0.8538 0.0789 -0.6139
C 2.472623 4.273329 -5.720091 1.2230 -1.3457 0.7287 0.3107
N 3.457105 3.679727 -5.489265 -2.4079 1.5219 -0.5539 -0.4424
H -0.666622 3.433278 -5.044697 -0.5101 -0.3953 0.3960 0.3034
H -1.027502 4.310977 -3.484674 -0.2097 -0.2486 -0.1870 0.3090
H 0.475801 3.414073 -3.704034 0.2886 0.2849 -0.1498 0.1888
H 0.725026 5.943104 -4.146997 0.7305 -0.2594 0.2154 0.3670
H -0.496238 6.043720 -5.175470 -0.5673 -0.7047 -0.7129 0.3938
H 1.657272 5.884404 -6.578552 -0.7121 0.4184 0.0042 0.3361
H 0.652706 4.419618 -6.764147 0.2637 0.0186 -0.3686 0.2807
```
Positions in Å, forces in eV/Å.